{
  "formula": "C51H72AsCrN3P3Si",
  "method": "wB97M-V/def2-TZVPD",
  "species": ["Cr", "C", "C", "C", "P", "C", "C", "C", "C", "C", "C", "C", "C", "C", "Si", "C", "C", "C", "C", "C", "C", "P", "C", "C", "C", "C", "C", "C", "C", "C", "C", "C", "C", "C", "P", "C", "C", "C", "C", "C", "C", "H", "H", "H", "H", "H", "H", "H", "H", "H", "H", "H", "H", "H", "H", "H", "H", "H", "H", "H", "H", "H", "H", "H", "H", "H", "H", "H", "H", "H", "H", "H", "H", "H", "H", "H", "H", "H", "H", "H", "H", "H", "H", "H", "H", "H", "H", "H", "H", "H", "H", "H", "H", "H", "H", "C", "As", "C", "C", "H", "H", "H", "H", "H", "H", "H", "H", "H", "N", "C", "C", "C", "C", "C", "C", "N", "C", "C", "C", "C", "N", "C", "C", "H", "H", "H", "H", "H", "H", "H", "H", "H"],
  "coordinates": [[0.388, 0.773, -0.341], [0.394, 4.438, -1.379], [-0.077, 3.654, -2.613], [0.157, 4.502, -3.866], [0.625, 1.918, -2.489], [2.382, 1.984, -3.182], [2.493, 1.890, -4.702], [3.188, 3.166, -2.636], [-0.158, 0.864, -3.763], [-0.725, 1.326, -4.948], [-1.122, 0.431, -5.930], [-0.958, -0.933, -5.739], [-0.453, -1.399, -4.535], [-0.060, -0.517, -3.531], [0.519, -1.122, -1.816], [2.402, -1.388, -2.148], [2.847, -2.001, -3.321], [4.194, -2.232, -3.554], [5.133, -1.822, -2.619], [4.725, -1.164, -1.471], [3.367, -0.947, -1.226], [2.700, -0.165, 0.285], [2.952, -1.551, 1.533], [2.265, -2.825, 1.032], [4.407, -1.870, 1.870], [3.850, 1.177, 0.930], [2.942, 2.326, 1.389], [4.913, 1.656, -0.065], [-0.216, -2.889, -1.650], [0.547, -3.974, -2.097], [0.044, -5.264, -2.118], [-1.239, -5.509, -1.658], [-1.999, -4.464, -1.162], [-1.519, -3.152, -1.163], [-2.497, -1.780, -0.424], [-4.029, -1.652, -1.526], [-4.979, -2.844, -1.599], [-3.592, -1.272, -2.936], [-3.272, -2.627, 1.076], [-3.966, -1.554, 1.918], [-2.319, -3.461, 1.943], [-0.243, 5.309, -1.216], [1.411, 4.804, -1.508], [0.363, 3.824, -0.474], [-1.153, 3.482, -2.507], [1.211, 4.573, -4.124], [-0.203, 5.515, -3.674], [-0.378, 4.137, -4.738], [2.822, 1.073, -2.770], [1.909, 2.657, -5.212], [2.166, 0.917, -5.067], [3.540, 2.017, -4.984], [2.919, 4.104, -3.118], [4.250, 3.001, -2.823], [3.053, 3.283, -1.559], [-0.868, 2.380, -5.128], [-1.549, 0.802, -6.853], [-1.245, -1.627, -6.519], [-0.390, -2.468, -4.360], [2.121, -2.293, -4.072], [4.513, -2.724, -4.464], [6.186, -2.008, -2.791], [5.475, -0.807, -0.780], [2.449, -1.202, 2.441], [2.871, -3.303, 0.261], [1.283, -2.635, 0.599], [2.144, -3.535, 1.853], [4.953, -2.182, 0.981], [4.430, -2.703, 2.576], [4.936, -1.039, 2.334], [4.339, 0.788, 1.821], [2.378, 2.741, 0.546], [3.533, 3.129, 1.833], [2.235, 1.980, 2.146], [4.602, 1.502, -1.096], [5.856, 1.131, 0.081], [5.109, 2.721, 0.073], [1.565, -3.810, -2.426], [0.654, -6.080, -2.482], [-1.639, -6.515, -1.672], [-2.977, -4.684, -0.753], [-4.570, -0.800, -1.096], [-4.458, -3.736, -1.945], [-5.766, -2.625, -2.324], [-5.473, -3.057, -0.651], [-3.100, -2.118, -3.419], [-2.897, -0.434, -2.927], [-4.455, -0.994, -3.544], [-4.037, -3.297, 0.688], [-3.230, -0.872, 2.354], [-4.538, -2.006, 2.730], [-4.650, -0.962, 1.307], [-1.541, -3.953, 1.359], [-2.886, -4.239, 2.457], [-1.849, -2.841, 2.705], [-5.016, 2.261, 0.436], [-3.158, 2.188, -0.219], [-2.788, 4.060, 0.304], [-3.608, 2.466, -2.127], [-5.028, 2.206, 1.525], [-5.611, 1.436, 0.044], [-5.478, 3.199, 0.127], [-3.305, 4.761, -0.352], [-1.726, 4.298, 0.291], [-3.149, 4.211, 1.322], [-3.658, 3.526, -2.377], [-4.582, 2.022, -2.333], [-2.879, 1.981, -2.776], [-0.050, -0.763, 6.552], [-0.070, -0.346, 7.860], [0.007, -1.026, 9.070], [-0.077, -0.259, 10.214], [-0.231, 1.136, 10.159], [-0.304, 1.810, 8.961], [-0.224, 1.054, 7.789], [-0.296, 1.451, 6.479], [-0.194, 0.357, 5.767], [-0.246, 0.345, 4.321], [-0.179, -0.814, 3.542], [-0.257, -0.719, 2.172], [-0.376, 0.437, 1.507], [-0.486, 1.552, 2.265], [-0.413, 1.555, 3.634], [0.038, -1.713, 6.239], [0.120, -2.102, 9.116], [-0.023, -0.741, 11.181], [-0.294, 1.690, 11.087], [-0.425, 2.883, 8.907], [-0.076, -1.791, 3.995], [-0.231, -1.603, 1.549], [-0.655, 2.477, 1.723], [-0.500, 2.465, 4.210]],
  "atomic_forces_ev_per_a": [[0.3, 0.1, -0.5], [0.0, 0.0, 0.0], [0.1, -0.2, 0.2], [0.0, -0.1, 0.0], [0.2, 0.5, -1.1], [-0.1, 0.0, 0.2], [0.0, 0.0, 0.0], [-0.1, -0.1, 0.1], [-0.2, -0.1, 0.1], [0.0, 0.0, 0.0], [0.0, 0.0, -0.1], [0.0, 0.0, 0.0], [-0.1, 0.0, 0.0], [-0.2, 0.0, 0.3], [0.3, -0.6, -0.8], [-0.1, 0.1, 0.2], [0.1, 0.1, -0.1], [-0.1, 0.0, 0.0], [0.1, 0.0, 0.0], [0.0, 0.0, 0.0], [0.0, 0.0, 0.0], [0.7, -0.4, 0.3], [-0.1, 0.1, -0.2], [0.0, 0.1, 0.1], [-0.1, 0.1, 0.0], [-0.2, 0.0, -0.2], [0.1, -0.1, 0.0], [0.0, 0.0, 0.1], [-0.2, 0.1, 0.2], [0.0, 0.0, 0.0], [0.0, 0.0, 0.0], [0.0, -0.1, 0.0], [0.0, 0.0, -0.1], [0.1, 0.0, 0.0], [-0.3, -0.2, 0.1], [0.2, 0.0, 0.1], [0.0, 0.1, 0.0], [0.0, 0.1, 0.0], [0.2, 0.1, -0.1], [0.0, -0.1, -0.1], [-0.1, 0.1, -0.2], [0.0, 0.0, 0.0], [0.0, 0.0, 0.0], [0.0, 0.1, 0.0], [0.0, 0.0, 0.0], [0.0, 0.0, 0.0], [0.0, 0.0, 0.0], [0.0, 0.0, 0.0], [0.0, 0.0, 0.0], [0.0, 0.0, 0.0], [0.0, 0.0, 0.0], [0.0, 0.0, 0.0], [0.0, 0.0, 0.0], [0.0, 0.0, 0.0], [0.1, 0.0, 0.0], [0.1, 0.0, 0.0], [0.0, 0.0, 0.0], [0.0, 0.0, 0.0], [0.0, 0.0, 0.0], [0.0, 0.0, 0.0], [0.0, 0.0, 0.0], [0.0, 0.0, 0.0], [0.0, -0.1, 0.0], [0.0, 0.0, 0.0], [0.0, 0.0, 0.0], [0.0, -0.1, 0.0], [0.0, 0.0, 0.0], [0.0, 0.0, 0.0], [0.0, 0.0, 0.0], [0.0, 0.0, 0.0], [0.0, 0.0, 0.0], [0.0, 0.0, 0.0], [0.0, 0.0, 0.0], [-0.1, 0.1, 0.0], [0.1, 0.1, 0.0], [0.0, 0.0, 0.0], [0.0, 0.0, 0.0], [-0.1, -0.1, 0.0], [0.0, 0.0, 0.0], [0.0, 0.0, 0.0], [0.0, 0.0, 0.0], [0.0, 0.0, 0.0], [-0.1, 0.0, 0.0], [0.0, 0.0, 0.0], [0.0, -0.1, 0.0], [0.1, 0.0, 0.0], [0.1, 0.1, -0.1], [0.0, 0.0, 0.0], [0.0, -0.1, 0.0], [0.0, 0.0, 0.0], [0.0, 0.0, 0.0], [-0.1, 0.1, 0.1], [0.0, 0.0, 0.0], [0.0, 0.0, 0.1], [0.0, 0.0, 0.0], [0.0, 0.0, 0.0], [-0.2, 0.2, -0.1], [0.0, 0.0, 0.0], [0.1, 0.0, 0.0], [0.0, 0.0, 0.0], [0.1, 0.0, 0.0], [0.0, 0.0, 0.0], [0.0, 0.0, 0.0], [0.0, -0.1, 0.0], [0.0, 0.0, 0.0], [0.0, 0.0, 0.1], [0.0, 0.0, 0.0], [0.0, 0.0, 0.0], [0.0, 0.0, -0.3], [-0.1, 0.4, 0.1], [0.0, -0.1, 0.1], [0.0, -0.1, -0.1], [0.0, 0.2, 0.0], [0.0, 0.0, 0.0], [0.0, -0.4, 0.2], [0.0, 0.0, -0.4], [0.0, 0.1, 0.8], [-0.1, 0.0, -0.9], [-0.1, 0.2, 0.5], [0.0, 0.0, -0.5], [-0.4, 0.2, 1.7], [-0.1, -0.1, -0.4], [0.0, -0.1, 0.5], [0.0, 0.0, 0.0], [0.0, 0.0, 0.0], [0.0, 0.0, 0.0], [0.0, 0.0, 0.0], [0.0, 0.0, 0.0], [0.0, 0.0, -0.1], [0.1, 0.0, 0.0], [0.1, 0.0, 0.0], [0.0, 0.1, -0.1]],
  "lowdin_charge": [0.1641, -0.1342, -0.4967, -0.0863, 1.0339, -0.4835, -0.0815, -0.1124, -0.3848, -0.0882, -0.0624, -0.0615, -0.1009, -0.2982, 0.6243, -0.2992, -0.1015, -0.0564, -0.0595, -0.0949, -0.3838, 1.0656, -0.5085, -0.1077, -0.0970, -0.4933, -0.1253, -0.0998, -0.2869, -0.1016, -0.0653, -0.0655, -0.1048, -0.3802, 1.0760, -0.5417, -0.1081, -0.1265, -0.5435, -0.1177, -0.1006, 0.0837, 0.0698, 0.0344, 0.0725, 0.0607, 0.0885, 0.0575, 0.0711, 0.0726, 0.0763, 0.0886, 0.0684, 0.0866, 0.0489, 0.0826, 0.1097, 0.1104, 0.1042, 0.1011, 0.1108, 0.1102, 0.0915, 0.0917, 0.0891, 0.0314, 0.0905, 0.0694, 0.0875, 0.0665, 0.0866, 0.0441, 0.0906, 0.0591, 0.0439, 0.0773, 0.0857, 0.0838, 0.1088, 0.1095, 0.0976, 0.0783, 0.0666, 0.0837, 0.0684, 0.0770, 0.0462, 0.0859, 0.0718, 0.0613, 0.0849, 0.0571, 0.0618, 0.0869, 0.0440, -0.3405, 1.0632, -0.3316, -0.3251, 0.0195, 0.0102, 0.0290, 0.0287, -0.0234, 0.0249, 0.0239, 0.0241, -0.0169, 0.1712, -0.1859, -0.0179, -0.0804, -0.0823, -0.0077, -0.2224, 0.1854, -0.2798, -0.1050, 0.0067, -0.1649, -0.0787, -0.1442, 0.0204, 0.1540, 0.1108, 0.1061, 0.1050, 0.1148, 0.1167, 0.0857, 0.0931, 0.1224],
  "multiplicity": 5,
  "total_charge": 1,
  "gap_ev": [6.56, 6.77],
  "relative_energy_kcal_mol": 27.3
}